Record 1
The following is a quantum chemistry calculation of a single C3H8N2 molecule in a non-equilibrium geometry, from OMol25.

CARTESIAN COORDINATES (ANGSTROEM)
N1 2.190 -0.114 -1.124
N2 0.096 -0.135 -0.129
C1 1.401 0.261 -0.177
C2 -2.375 0.044 0.396
C3 -0.932 -0.073 0.898
H1 -2.637 -0.953 -0.033
H2 -0.019 -0.675 -0.982
H3 -2.332 0.769 -0.418
H4 1.671 0.923 0.650
H5 -1.015 -1.079 1.324
H6 -0.605 0.645 1.658
H7 3.033 0.431 -0.933
H8 -3.111 0.229 1.166

Results
- Total energy: -6220.178 eV
- Kohn-Sham gap: 9.69 eV
- Charge: 0
- SMILES: [H]/N=C/NCC


Record 2
The following is a quantum chemistry calculation of a molecular structure, C36H85N in a non-equilibrium geometry, from OMol25.

CARTESIAN COORDINATES (ANGSTROEM)
N1 2.539 -1.232 -1.204
C1 -0.903 -6.067 0.582
C2 -5.322 2.901 0.236
C3 0.195 1.074 -6.771
C4 -2.982 -3.060 -0.419
C5 -3.737 2.507 -3.605
C6 3.399 2.822 1.240
C7 -6.724 4.866 -0.916
C8 -1.434 1.492 -3.139
C9 2.840 -0.995 4.887
C10 4.177 1.267 4.874
C11 4.777 -1.601 -0.275
C12 3.537 0.032 3.986
C13 4.755 3.125 0.537
C14 -0.182 1.644 -5.428
C15 0.607 -5.700 0.823
C16 5.936 2.314 1.202
C17 -3.974 0.964 1.355
C18 -2.271 2.801 -3.193
C19 -1.964 -5.014 0.729
C20 0.462 -0.654 0.160
C21 1.576 -3.198 5.048
C22 0.838 3.397 1.216
C23 2.119 -2.122 4.066
C24 2.012 -0.898 -2.523
C25 -1.154 0.838 -4.500
C26 1.528 -1.769 -0.189
C27 1.247 -2.048 -3.178
C28 -4.117 2.496 1.055
C29 -5.382 4.291 -0.419
C30 -0.350 3.813 0.573
C31 2.206 3.525 0.472
C32 3.763 -2.151 -1.164
C33 0.955 -4.433 4.316
C34 -3.031 -1.908 -1.674
C35 -1.829 -3.947 -0.327
C36 -2.740 0.633 2.037
H1 -0.210 -1.049 0.844
H2 -0.932 -6.635 -0.287
H3 -1.343 3.497 1.178
H4 2.107 -1.884 0.744
H5 -0.875 -3.525 -0.177
H6 -0.833 -0.102 -4.451
H7 -3.998 -3.567 -0.570
H8 -2.261 -1.043 -1.580
H9 1.148 -1.660 3.566
H10 -0.573 1.099 -7.338
H11 3.221 1.737 1.325
H12 -3.119 -5.482 0.561
H13 -3.987 -1.619 -1.769
H14 -6.678 5.946 -1.165
H15 -2.496 1.099 3.009
H16 2.365 -3.563 5.644
H17 0.241 -4.120 3.498
H18 1.720 -5.093 3.772
H19 -4.495 4.231 -1.056
H20 -0.830 2.459 -5.828
H21 -4.090 0.289 0.382
H22 0.781 -2.935 5.511
H23 3.122 -0.594 -3.212
H24 4.708 2.024 4.172
H25 -6.339 2.891 0.981
H26 -3.731 3.113 1.954
H27 1.036 -6.735 0.892
H28 4.440 -0.534 3.434
H29 4.832 0.871 5.625
H30 4.798 4.028 0.369
H31 6.851 2.626 0.649
H32 2.279 4.451 0.158
H33 0.588 -5.488 1.854
H34 -1.082 -6.998 1.139
H35 1.983 -2.929 -3.296
H36 -1.823 0.624 -2.705
H37 -1.942 0.748 1.321
H38 2.911 -2.692 3.477
H39 -3.146 2.557 0.406
H40 -4.232 3.491 -3.556
H41 0.587 2.003 -4.700
H42 -3.164 -2.549 0.494
H43 -5.138 4.821 0.431
H44 1.886 3.082 -0.437
H45 0.510 -2.433 -2.598
H46 -1.749 3.745 -3.781
H47 6.020 1.296 0.988
H48 0.655 0.209 -6.450
H49 -4.294 1.805 -2.931
H50 3.436 1.749 5.579
H51 0.936 0.216 0.324
H52 -7.146 4.116 -1.643
H53 4.099 -2.316 -2.225
H54 0.796 -4.975 -0.115
H55 -1.732 -4.202 -1.485
H56 0.624 2.514 1.566
H57 6.100 2.393 2.214
H58 3.390 3.152 2.142
H59 -2.254 3.132 -2.109
H60 1.556 0.139 -2.517
H61 1.183 -2.782 -0.702
H62 5.760 -2.030 -0.213
H63 4.846 -0.481 -0.617
H64 4.471 -1.439 0.743
H65 -2.780 -0.479 2.207
H66 -0.527 4.969 0.445
H67 -5.490 2.486 -0.625
H68 -0.027 -0.413 -0.640
H69 2.837 0.410 3.361
H70 -7.566 4.885 -0.035
H71 -2.010 -4.519 1.702
H72 -2.584 -2.463 -2.527
H73 0.812 3.926 2.201
H74 1.026 -1.742 -4.279
H75 0.350 -4.993 4.822
H76 3.376 -3.283 -1.037
H77 2.203 -0.627 5.655
H78 -4.697 0.678 1.907
H79 0.912 1.649 -7.319
H80 4.686 2.782 -0.533
H81 3.589 -1.500 5.364
H82 -0.511 3.196 -0.396
H83 -3.842 2.163 -4.580
H84 -2.218 0.545 -4.927
H85 -0.401 1.622 -2.671

Results
- Total energy: -40185.136 eV
- Kohn-Sham gap: 9.02 eV
- Charge: 0


Record 3
The following is a quantum chemistry calculation of a molecular structure, C38H58BiCl3N7O4P2Si2Te, from OMol25.

CARTESIAN COORDINATES (ANGSTROEM)
Bi1 0.299 1.280 -0.179
Te1 -1.146 -1.255 0.703
Cl1 0.119 4.650 0.175
Cl2 4.846 7.080 -0.716
Cl3 3.693 2.440 -3.220
P1 3.032 -0.580 1.955
P2 0.815 0.456 3.618
Si1 -1.539 -4.080 -1.068
Si2 -4.412 -0.159 1.280
O1 -0.027 0.679 2.421
O2 2.383 0.110 0.809
O3 1.193 2.593 -1.738
O4 2.200 -0.337 3.311
N1 -1.543 1.860 -1.344
N2 1.279 1.874 4.300
N3 0.135 -0.531 4.724
N4 -2.579 0.607 -10.183
N5 4.536 -0.016 2.173
N6 0.638 -0.132 -1.856
N7 3.132 -2.213 1.965
C1 0.083 -0.021 -3.136
C2 5.433 -0.555 3.191
C3 -1.761 1.622 -2.701
C4 -0.998 0.787 -3.509
C5 -2.319 -0.145 -5.424
C6 1.770 -1.517 -3.230
C7 -1.369 0.755 -4.958
C8 3.240 3.712 -2.126
C9 -1.051 1.592 -7.187
C10 1.986 3.610 -1.490
C11 -5.914 -0.984 1.995
C12 2.535 5.724 -0.372
C13 1.912 1.848 5.620
C14 -2.447 2.756 -0.953
C15 4.112 4.759 -1.905
C16 -2.323 0.642 -9.064
C17 -2.946 -1.208 1.819
C18 1.907 2.841 3.391
C19 -2.321 -4.745 -2.612
C20 -2.859 2.418 -3.113
C21 -0.736 1.625 -5.838
C22 -1.268 -0.280 5.072
C23 -2.269 -4.862 0.453
C24 -2.638 -0.181 -6.771
C25 -4.613 -0.031 -0.562
C26 -4.173 1.517 2.050
C27 0.869 -1.323 5.710
C28 0.795 -0.891 -3.985
C29 -1.916 -2.232 -1.023
C30 1.647 -1.013 -1.932
C31 1.683 4.660 -0.620
C32 -3.292 3.127 -2.014
C33 3.958 -2.819 0.911
C34 0.309 -4.311 -1.089
C35 5.095 1.065 1.360
C36 3.754 5.763 -1.018
C37 1.997 -3.050 2.364
C38 -2.001 0.687 -7.653
H1 -4.335 1.463 3.130
H2 5.064 4.790 -2.418
H3 2.947 1.489 5.574
H4 -2.991 -2.045 -1.018
H5 6.340 -0.948 2.727
H6 1.864 3.834 3.837
H7 -2.454 3.136 0.061
H8 4.374 1.400 0.621
H9 1.216 -3.079 1.602
H10 3.353 -3.112 0.048
H11 -5.325 0.772 -0.776
H12 -1.803 -1.229 5.129
H13 0.591 -5.331 -0.813
H14 0.595 -1.030 -5.036
H15 4.727 -2.123 0.577
H16 2.239 6.515 0.302
H17 4.953 -1.360 3.742
H18 -2.061 -5.935 0.486
H19 -2.635 -0.874 2.814
H20 -3.356 -4.734 0.480
H21 -6.804 -0.372 1.816
H22 2.497 -2.241 -3.561
H23 1.918 -1.410 5.440
H24 -3.160 1.899 1.886
H25 -3.270 2.439 -4.109
H26 -1.922 -4.237 -3.495
H27 4.454 -3.707 1.302
H28 -5.824 -1.130 3.075
H29 0.006 2.321 -5.463
H30 -3.378 -0.876 -7.145
H31 -6.085 -1.961 1.533
H32 1.349 1.224 6.308
H33 5.371 1.912 1.992
H34 0.797 -0.882 6.708
H35 -4.107 3.831 -1.961
H36 2.958 2.592 3.198
H37 -1.741 0.340 4.313
H38 -5.023 -0.954 -0.983
H39 0.721 -4.095 -2.079
H40 -3.213 -2.265 1.904
H41 -1.348 0.224 6.039
H42 2.249 -1.226 -1.061
H43 -1.490 -1.725 -1.895
H44 -3.681 0.205 -1.085
H45 -3.405 -4.598 -2.594
H46 -0.565 2.263 -7.882
H47 -1.848 -4.417 1.361
H48 1.919 2.859 6.022
H49 5.719 0.230 3.895
H50 -2.811 -0.817 -4.729
H51 5.992 0.719 0.842
H52 0.778 -3.627 -0.372
H53 2.363 -4.064 2.522
H54 0.442 -2.327 5.757
H55 1.564 -2.696 3.296
H56 -4.881 2.244 1.641
H57 -2.133 -5.817 -2.731
H58 1.367 2.874 2.448

Results
- Total energy: -144003.797 eV
- Kohn-Sham gap (alpha / beta): 3.85 / 3.85 eV
- Charge: +1


Record 4
The following is a quantum chemistry calculation of a molecular structure, C2H3BrOS in a non-equilibrium geometry, from OMol25.

CARTESIAN COORDINATES (ANGSTROEM)
Br1 -1.435 1.620 -1.117
S1 1.031 -0.594 -2.836
O1 0.410 0.662 1.190
C1 -0.334 0.112 -0.982
C2 0.090 -0.351 0.339
H1 0.236 0.512 2.165
H2 -0.831 -0.875 0.843
H3 0.834 -1.086 0.399

Results
- ⟨S²⟩: 2.014
- Spin multiplicity: 3
- Total energy: -85042.107 eV
- Kohn-Sham gap (alpha / beta): 7.23 / 7.12 eV
- Charge: 0


Record 5
The following is a quantum chemistry calculation of a single C3H6P2 molecule in a non-equilibrium geometry, from OMol25.

CARTESIAN COORDINATES (ANGSTROEM)
P1 -3.284 -0.466 0.336
P2 -1.924 0.890 -0.436
C1 -0.303 -0.269 0.186
C2 0.979 0.434 0.647
C3 0.934 -0.214 -0.649
H1 1.928 0.156 1.152
H2 0.806 1.461 0.701
H3 0.836 0.276 -1.515
H4 -0.611 -1.211 0.559
H5 1.598 -1.101 -0.694
H6 -4.406 -0.070 -0.363

Results
- ⟨S²⟩: 2.005
- Spin multiplicity: 3
- Total energy: -21780.659 eV
- Kohn-Sham gap (alpha / beta): 8.41 / 6.51 eV
- Charge: 0


Record 6
The following is a quantum chemistry calculation of a single C6H4O2 molecule in a non-equilibrium geometry, from OMol25.

CARTESIAN COORDINATES (ANGSTROEM)
O1 1.258 1.620 -0.304
O2 2.163 -1.844 -0.071
C1 -2.602 -0.385 -0.221
C2 -1.210 -0.769 -0.318
C3 -3.745 -0.098 0.057
C4 1.977 0.529 0.076
C5 -0.034 -0.909 -0.261
C6 1.376 -0.922 -0.088
H1 -4.690 0.182 0.438
H2 0.315 1.589 0.002
H3 2.299 0.500 1.153
H4 2.895 0.508 -0.462

Results
- Total energy: -10377.003 eV
- Kohn-Sham gap: 9.46 eV
- Charge: 0
- SMILES: C#CC#CC(=O)CO


Record 7
The following is a quantum chemistry calculation of 2 unconnected molecules or ions with the total composition C28H22Cl2NS in a non-equilibrium geometry, from OMol25.

CARTESIAN COORDINATES (ANGSTROEM)
Cl1 3.966 -0.120 -4.851
Cl2 -6.701 -0.298 -1.844
S1 1.504 1.236 1.963
N1 1.955 -1.277 1.544
C1 -2.485 1.114 3.633
C2 -5.025 0.054 -1.888
C3 0.926 -0.367 1.498
C4 -4.564 1.305 -1.448
C5 -0.878 0.862 -1.544
C6 3.147 0.638 2.059
C7 5.547 0.673 2.194
C8 -3.888 0.315 1.825
C9 -1.384 0.492 3.053
C10 -2.749 -0.684 -2.256
C11 0.217 0.596 -2.410
C12 -2.253 0.554 -1.764
C13 1.478 -0.748 -4.024
C14 -0.364 -0.666 1.100
C15 5.600 -0.712 1.958
C16 1.716 -2.705 1.364
C17 -4.121 -0.917 -2.350
C18 0.308 -0.503 -3.309
C19 4.419 -1.438 1.747
C20 2.538 0.173 -3.960
C21 4.321 1.361 2.263
C22 3.213 -0.741 1.808
C23 -1.506 -0.192 1.819
C24 -3.727 1.091 2.984
C25 2.421 1.346 -3.192
C26 -2.815 -0.402 1.314
C27 -3.205 1.544 -1.388
C28 1.301 1.525 -2.398
H1 -0.509 -1.299 0.221
H2 3.212 2.092 -3.228
H3 4.247 2.432 2.462
H4 1.204 2.413 -1.770
H5 -4.509 -1.847 -2.758
H6 4.402 -2.501 1.525
H7 -5.285 2.064 -1.147
H8 -0.530 -1.176 -3.450
H9 -0.684 1.602 -0.781
H10 -4.856 0.281 1.323
H11 -0.419 0.496 3.573
H12 6.480 1.227 2.333
H13 -2.361 1.612 4.595
H14 0.675 -2.914 1.618
H15 -2.834 2.503 -1.028
H16 -2.064 -1.491 -2.508
H17 2.380 -3.287 2.015
H18 1.579 -1.629 -4.654
H19 6.569 -1.218 1.943
H20 -2.955 -1.103 0.488
H21 -4.568 1.649 3.394
H22 1.912 -3.018 0.332

Results
- Total energy: -66755.598 eV
- Kohn-Sham gap: 3.96 eV
- Charge: +1


Record 8
The following is a quantum chemistry calculation of 7 unconnected molecules or ions with the total composition C34H60BrN4O12 in a non-equilibrium geometry, from OMol25.

CARTESIAN COORDINATES (ANGSTROEM)
Br1 -5.487 -6.680 0.617
O1 5.418 1.412 0.342
O2 -1.208 0.492 -1.557
O3 3.676 2.581 -5.138
O4 2.932 4.326 -9.521
O5 2.409 2.078 -3.425
O6 1.657 2.752 0.263
O7 4.492 2.808 -9.773
O8 0.004 3.652 1.375
O9 -2.453 0.048 0.182
O10 -4.477 -2.403 3.342
O11 6.621 -0.310 -0.276
O12 -5.654 -0.683 3.998
N1 -5.614 -6.561 3.419
N2 -5.132 -7.198 2.352
N3 -4.369 -8.212 4.033
N4 -4.382 -8.178 2.721
C1 5.626 3.418 1.720
C2 -0.886 4.741 1.652
C3 0.717 4.687 -0.746
C4 2.290 1.945 -9.532
C5 -2.201 4.594 0.916
C6 -2.853 -4.930 6.775
C7 0.793 -0.386 -2.653
C8 -2.270 -2.238 7.076
C9 -5.103 -1.224 3.080
C10 -3.475 -2.637 6.523
C11 -1.337 0.146 -0.281
C12 -5.024 -0.640 1.698
C13 -5.857 -5.541 6.309
C14 -1.348 -3.192 7.494
C15 5.677 1.725 -6.254
C16 -3.790 -3.987 6.362
C17 -0.107 -0.191 0.527
C18 6.857 0.306 2.009
C19 -5.131 -7.209 4.487
C20 4.744 1.854 -3.038
C21 3.528 2.200 -3.862
C22 -5.119 -4.332 5.714
C23 1.560 4.728 -9.550
C24 4.949 2.931 -5.703
C25 -2.566 -2.947 1.918
C26 -3.985 -3.268 2.330
C27 3.323 3.043 -9.646
C28 0.853 3.647 0.338
C29 -1.649 -4.536 7.341
C30 6.287 0.421 0.615
C31 0.925 4.677 -8.176
C32 0.067 0.840 -2.142
C33 -5.377 -6.954 5.923
C34 4.785 2.214 1.349
H1 -6.210 -5.740 3.407
H2 -5.873 0.028 1.572
H3 -4.493 -7.279 6.463
H4 -0.038 4.354 -1.457
H5 1.714 -0.099 -3.141
H6 5.551 3.483 -4.980
H7 -6.162 -7.664 6.205
H8 -6.925 -5.491 6.087
H9 -2.199 -3.686 1.203
H10 1.032 -1.075 -1.841
H11 -0.168 1.504 -2.969
H12 -5.066 -1.381 0.902
H13 -1.915 -2.953 2.793
H14 -5.785 -5.447 7.392
H15 0.155 -1.235 0.353
H16 0.454 5.675 -0.376
H17 6.143 0.538 2.796
H18 5.933 1.009 -5.472
H19 -4.664 -3.286 1.472
H20 -0.402 5.695 1.447
H21 6.571 3.129 2.180
H22 5.049 1.213 -6.983
H23 6.596 2.036 -6.750
H24 2.686 1.060 -10.024
H25 1.579 5.754 -9.915
H26 1.336 2.188 -9.995
H27 -4.174 -1.881 6.188
H28 3.851 2.535 0.896
H29 1.669 4.761 -1.265
H30 5.021 0.818 -3.231
H31 -2.055 -1.184 7.187
H32 -0.922 -5.266 7.673
H33 5.859 4.002 0.829
H34 -0.406 -2.881 7.922
H35 -4.106 -0.062 1.593
H36 2.132 1.719 -8.478
H37 0.892 3.660 -7.784
H38 -4.017 -4.264 2.786
H39 -0.094 5.062 -8.216
H40 -2.661 3.635 1.154
H41 -2.507 -1.961 1.458
H42 -2.064 4.636 -0.165
H43 4.712 3.622 -6.511
H44 0.663 1.418 -1.441
H45 5.601 2.494 -3.231
H46 7.715 0.971 2.094
H47 0.168 -0.928 -3.366
H48 5.085 4.053 2.422
H49 -5.769 -3.468 5.853
H50 -3.036 -5.989 6.656
H51 1.499 5.282 -7.474
H52 -0.345 -0.060 1.580
H53 7.196 -0.717 2.151
H54 -4.958 -4.399 4.635
H55 4.522 1.613 2.221
H56 0.749 0.442 0.304
H57 4.487 1.946 -1.986
H58 -1.052 4.695 2.727
H59 1.001 4.143 -10.282
H60 -2.886 5.391 1.206

Results
- Total energy: -136795.439 eV
- Kohn-Sham gap: 6.25 eV
- Charge: +1


Record 9
The following is a quantum chemistry calculation of a single CH4N2 molecule in a non-equilibrium geometry, from OMol25.

CARTESIAN COORDINATES (ANGSTROEM)
N1 -0.892 -0.134 -0.038
N2 1.457 -0.154 -0.010
C1 0.387 0.515 -0.093
H1 0.476 1.675 0.036
H2 -0.967 -1.200 -0.112
H3 -1.672 0.480 0.166
H4 1.211 -1.182 0.052

Results
- Total energy: -4081.277 eV
- Kohn-Sham gap: 10.41 eV
- Charge: 0
- SMILES: [H]/N=C\N


Record 10
The following is a quantum chemistry calculation of a single CH3IN2O molecule in a non-equilibrium geometry, from OMol25.

CARTESIAN COORDINATES (ANGSTROEM)
I1 2.522 0.819 0.030
O1 1.602 -1.053 -0.079
N1 -0.736 -0.981 -0.173
N2 0.488 -1.421 -0.112
C1 -0.940 0.406 0.063
H1 -1.827 0.498 0.659
H2 -0.018 0.806 0.583
H3 -1.091 0.927 -0.971

Results
- Total energy: -14208.907 eV
- Kohn-Sham gap (alpha / beta): 7.94 / 7.94 eV
- Charge: 0
- SMILES: C/N=N\OI


Record 11
The following is a quantum chemistry calculation of 2 unconnected molecules or ions with the total composition C5H9NO in a non-equilibrium geometry, from OMol25.

CARTESIAN COORDINATES (ANGSTROEM)
O1 2.008 -0.207 -1.339
N1 0.198 -1.998 1.793
C1 -0.153 -1.329 0.918
C2 0.182 0.854 -0.208
C3 1.620 0.708 -0.646
C4 -2.109 -0.231 -0.112
C5 -0.597 -0.465 -0.192
H1 2.272 1.562 -0.365
H2 -0.216 1.484 -1.014
H3 2.370 -0.386 0.654
H4 0.058 1.417 0.727
H5 -2.428 0.394 -0.953
H6 -0.342 -0.995 -1.116
H7 -2.655 -1.177 -0.156
H8 -2.380 0.279 0.818
H9 2.172 0.089 1.189

Results
- Total energy: -8866.360 eV
- Kohn-Sham gap: 11.01 eV
- Charge: 0
- SMILES: C[C@H](C#N)CC=O.[H][H]


Record 12
The following is a quantum chemistry calculation of a molecular structure, C5H6BaO4 in a non-equilibrium geometry, from OMol25.

CARTESIAN COORDINATES (ANGSTROEM)
Ba1 -3.673 1.665 0.867
O1 3.353 0.914 1.252
O2 1.748 -0.506 0.509
O3 -1.313 0.566 1.536
O4 3.804 -1.077 0.290
C1 -2.730 -0.577 -1.495
C2 3.023 -0.118 0.741
C3 -1.819 0.287 -1.015
C4 0.771 0.422 0.465
C5 -0.591 -0.074 0.607
H1 -3.176 -0.458 -2.488
H2 -1.372 1.011 -1.708
H3 -3.141 -1.383 -0.875
H4 4.721 -0.911 0.549
H5 -0.614 -1.177 0.685
H6 1.009 1.416 0.080

Results
- ⟨S²⟩: 0.759
- Spin multiplicity: 2
- Total energy: -14155.721 eV
- Kohn-Sham gap (alpha / beta): 5.41 / 6.26 eV
- Charge: +1


Which value of charge does entry 8 give?
+1


Look up the total energy of the fourth one.
-85042.107 eV


Which formula does entry 10 have?
CH3IN2O